one.
{
  "formula": "C13H21N5O3",
  "method": "ωB97M-V with the def2-TZVPD basis set",
  "symbols": ["C", "C", "O", "C", "N", "C", "N", "C", "C", "O", "C", "C", "N", "C", "N", "C", "C", "O", "C", "C", "N", "H", "H", "H", "H", "H", "H", "H", "H", "H", "H", "H", "H", "H", "H", "H", "H", "H", "H", "H", "H", "H"],
  "coordinates": [[3.7784, 3.8678, -0.2803], [3.1425, 2.4945, -0.1535], [1.7621, 2.6748, 0.1337], [1.0413, 1.5720, 0.2963], [-0.2366, 1.7735, 0.5689], [-0.9588, 0.6583, 0.7193], [-2.2576, 0.8023, 1.0393], [-3.1578, -0.3210, 1.0517], [-3.9542, -0.3473, -0.2694], [-4.0410, 0.9374, -0.8500], [-4.1877, 1.9535, 0.1127], [-2.9058, 2.0924, 0.9592], [-0.4752, -0.5822, 0.6191], [0.8265, -0.6603, 0.3518], [1.3860, -1.8831, 0.2907], [0.5857, -3.0843, 0.2638], [0.6046, -3.6682, -1.1543], [1.9255, -3.8930, -1.5947], [2.6770, -2.6990, -1.5946], [2.7325, -2.0793, -0.1928], [1.6351, 0.3948, 0.1756], [3.6564, 4.4206, 0.6468], [3.3008, 4.4264, -1.0803], [4.8374, 3.7640, -0.4987], [3.6067, 1.9152, 0.6534], [3.2470, 1.9223, -1.0831], [-3.8340, -0.2053, 1.9057], [-2.5747, -1.2321, 1.1718], [-3.4531, -0.9686, -1.0144], [-4.9643, -0.7484, -0.0894], [-4.3819, 2.8710, -0.4443], [-5.0560, 1.7405, 0.7546], [-3.1533, 2.4493, 1.9665], [-2.1948, 2.7817, 0.5029], [-0.4284, -2.8320, 0.5685], [1.0209, -3.8079, 0.9619], [0.1051, -4.6378, -1.1842], [0.0943, -2.9720, -1.8378], [3.6755, -2.9686, -1.9422], [2.2294, -1.9747, -2.2924], [3.2372, -1.1147, -0.2121], [3.2502, -2.7634, 0.4884]],
  "mulliken_charge": [-1.370, -0.159, -0.392, 0.414, -0.494, 0.531, 0.021, -0.744, -0.441, -0.427, -0.422, -0.707, -0.216, 0.401, -0.014, -0.524, -0.534, -0.399, -0.573, -0.600, -0.354, 0.325, 0.330, 0.405, 0.322, 0.311, 0.330, 0.331, 0.316, 0.332, 0.350, 0.294, 0.285, 0.456, 0.271, 0.273, 0.371, 0.331, 0.377, 0.328, 0.375, 0.293],
  "total_charge": 0,
  "homo_lumo_gap_ha": 0.3436,
  "e_lumo_ev": 0.82,
  "smiles": "CCOc1nc(N2CCOCC2)nc(N2CCOCC2)n1",
  "homo_energy_ev": -8.53
}



two.
{
  "formula": "C13H21N5O3",
  "method": "ωB97M-V with the def2-TZVPD basis set",
  "symbols": ["C", "O", "C", "O", "O", "C", "H", "H", "H", "H", "H", "H", "C", "C", "N", "H", "H", "H", "C", "C", "N", "H", "H", "H", "C", "C", "N", "H", "H", "H", "C", "C", "N", "H", "H", "H", "C", "C", "N", "H", "H", "H"],
  "coordinates": [[2.1970, 0.3170, -0.3904], [0.8811, 0.6885, -0.8296], [-0.0890, 0.6000, 0.0669], [0.0370, 0.3793, 1.2455], [-1.2405, 0.8144, -0.5625], [-2.4140, 0.7795, 0.2411], [2.5362, 0.9019, 0.4623], [2.8571, 0.5584, -1.2188], [2.2019, -0.7499, -0.1982], [-3.1305, 1.4618, -0.2201], [-2.2367, 1.0807, 1.2648], [-2.8806, -0.2055, 0.1869], [1.0330, 2.5298, -3.4337], [0.7315, 2.8338, -4.8311], [0.5057, 3.0872, -5.9230], [1.3471, 3.4547, -2.9520], [1.8157, 1.7795, -3.3751], [0.1469, 2.1525, -2.9300], [0.9936, -2.7601, 2.1501], [2.2694, -2.1439, 2.4689], [3.2650, -1.6346, 2.7365], [0.1669, -2.1157, 2.4504], [0.8984, -3.6794, 2.7307], [0.8886, -2.9593, 1.0869], [-6.0464, 1.9294, -1.1295], [-5.8820, 1.3941, 0.2191], [-5.7475, 0.9672, 1.2781], [-7.1040, 2.1409, -1.2884], [-5.7199, 1.1897, -1.8551], [-5.4947, 2.8600, -1.2298], [1.7368, 1.6866, 3.4363], [2.8676, 2.1245, 4.2480], [3.7553, 2.4553, 4.8999], [0.8868, 1.5017, 4.0876], [2.0020, 0.7595, 2.9257], [1.4987, 2.4093, 2.6606], [1.6097, -5.2292, -1.3142], [2.0307, -3.8654, -1.6227], [2.3567, -2.8004, -1.8845], [1.1896, -5.6960, -2.1998], [0.8351, -5.2004, -0.5445], [2.4450, -5.7973, -0.9135]],
  "mulliken_charge": [-0.380, -0.230, 0.706, -0.519, -0.332, -0.609, 0.253, 0.227, 0.062, 0.067, 0.359, 0.309, -0.333, 0.140, -0.357, 0.292, 0.172, 0.086, -0.565, 0.419, -0.454, 0.204, 0.375, 0.036, -0.827, 0.400, -0.414, 0.333, 0.273, 0.286, -0.055, 0.134, -0.384, 0.314, -0.239, 0.217, -0.801, 0.342, -0.343, 0.305, 0.256, 0.272],
  "total_charge": 0,
  "homo_lumo_gap_ha": 0.4172,
  "e_lumo_ev": 0.13,
  "smiles": "COC(=O)OC.CC#N.CC#N.CC#N.CC#N.CC#N",
  "homo_energy_ev": -11.22
}



Verdict on stability: one comes out on top.



one.
{
  "formula": "BrH7Si3",
  "method": "ωB97M-V with the def2-TZVPD basis set",
  "symbols": ["Si", "Si", "Si", "Br", "H", "H", "H", "H", "H", "H", "H"],
  "coordinates": [[0.1296, 2.1687, -0.0339], [0.5724, -2.0068, -0.3067], [-0.4835, -0.0383, 0.3373], [-2.6141, -0.1591, -0.4240], [0.0803, 2.3943, -1.4883], [-0.7435, 3.1541, 0.6100], [1.5073, 2.3520, 0.4205], [0.7187, -2.0462, -1.7693], [-0.1511, -3.2156, 0.1061], [1.9156, -2.0063, 0.2792], [-0.9316, -0.5969, 2.2691]],
  "mulliken_charge": [0.371, 0.374, 0.126, -0.244, -0.093, -0.085, -0.111, -0.105, -0.087, -0.107, -0.039],
  "total_charge": 0,
  "homo_lumo_gap_ha": 0.3492,
  "e_lumo_ev": 0.01,
  "homo_energy_ev": -9.50
}



two.
{
  "formula": "BrH7Si3",
  "method": "ωB97M-V with the def2-TZVPD basis set",
  "symbols": ["Si", "Si", "Si", "Br", "H", "H", "H", "H", "H", "H", "H"],
  "coordinates": [[-3.1924, 0.1027, -1.0107], [3.6476, -0.6105, 0.7527], [-2.3487, 1.1075, 0.9480], [1.6328, 0.5862, 0.5350], [-2.1068, -0.7859, -1.3916], [-4.4944, -0.5179, -0.6685], [-3.6054, 0.4518, -2.3846], [4.6820, -0.4947, -0.2233], [4.1289, 0.1066, 1.9524], [2.9699, -2.0213, 1.0064], [-1.3137, 2.0757, 0.4842]],
  "mulliken_charge": [0.287, 0.335, 0.117, -0.170, -0.108, -0.090, -0.119, -0.072, -0.067, -0.034, -0.079],
  "total_charge": 0,
  "homo_lumo_gap_ha": 0.2593,
  "e_lumo_ev": -1.32,
  "homo_energy_ev": -8.38
}



Verdict on stability: one comes out on top.



one.
{
  "formula": "C3H5NOSi",
  "method": "ωB97M-V with the def2-TZVPD basis set",
  "symbols": ["C", "C", "C", "N", "O", "Si", "H", "H", "H", "H", "H"],
  "coordinates": [[-0.2039, 0.5524, -0.8401], [-0.1328, 1.9070, -0.5322], [1.0122, 0.6218, 0.8436], [0.6288, -0.1801, -0.0815], [0.5618, 2.0145, 0.6063], [-0.4636, -2.5686, 0.8605], [-0.6375, 0.0716, -1.7128], [-0.5584, 2.8199, -0.8061], [-1.8348, -3.0576, 0.7144], [1.7258, 0.2398, 1.5844], [-0.0975, -2.4207, -0.6365]],
  "mulliken_charge": [-0.240, -0.202, -0.051, -0.345, -0.312, 0.150, 0.357, 0.405, -0.097, 0.400, -0.065],
  "total_charge": 0,
  "homo_lumo_gap_ha": 0.2813,
  "e_lumo_ev": -0.46,
  "homo_energy_ev": -8.11
}



two.
{
  "formula": "C3H5NOSi",
  "method": "ωB97M-V with the def2-TZVPD basis set",
  "symbols": ["C", "C", "C", "N", "O", "Si", "H", "H", "H", "H", "H"],
  "coordinates": [[1.5053, -0.2926, -0.0471], [1.5945, -0.6769, 1.1925], [-0.4743, -0.7248, 0.8085], [0.0954, -0.3781, -0.3852], [0.4312, -1.0121, 1.7342], [-2.1363, 1.0181, -1.8932], [2.2351, -0.0383, -0.8188], [2.4408, -0.8849, 1.7102], [-2.5698, 1.7058, -0.6034], [-1.6386, -0.8181, 1.1059], [-1.4834, 2.1020, -2.8036]],
  "mulliken_charge": [-0.253, -0.254, 0.089, -0.336, -0.276, 0.126, 0.343, 0.435, -0.083, 0.280, -0.071],
  "total_charge": 0,
  "homo_lumo_gap_ha": 0.2774,
  "e_lumo_ev": -0.16,
  "homo_energy_ev": -7.71
}



Verdict on stability: two comes out on top.



one.
{
  "formula": "C10H18N2O5S",
  "method": "ωB97M-V with the def2-TZVPD basis set",
  "symbols": ["C", "S", "C", "C", "C", "N", "C", "O", "C", "N", "C", "C", "C", "O", "O", "C", "O", "O", "H", "H", "H", "H", "H", "H", "H", "H", "H", "H", "H", "H", "H", "H", "H", "H", "H", "H"],
  "coordinates": [[-5.5963, -0.7175, -0.7969], [-4.2856, -1.9186, -0.3137], [-3.6406, -0.9956, 1.1123], [-2.1131, -0.7783, 1.0455], [-1.8299, 0.2393, -0.0745], [-0.4170, 0.5888, -0.1787], [0.5477, -0.3821, -0.3450], [0.3968, -1.5692, -0.0847], [1.8694, 0.2161, -0.7492], [1.8441, 1.6696, -0.6882], [2.9740, -0.3775, 0.0732], [4.3348, 0.0256, -0.5249], [5.4775, -0.6247, 0.2543], [5.4209, -0.9499, 1.4143], [6.6179, -0.6785, -0.4474], [-2.5164, 1.5563, 0.2515], [-3.6206, 1.8930, -0.1133], [-1.8137, 2.3700, 1.0291], [-6.3383, -1.1325, -1.5204], [-5.1356, 0.1984, -1.2218], [-6.2461, -0.3909, 0.0388], [-4.1877, -0.0796, 1.1907], [-3.7988, -1.6000, 2.0082], [-1.7879, -0.3741, 1.9823], [-1.4984, -1.6291, 0.7163], [-2.0834, -0.0872, -1.0510], [-0.1378, 1.4792, -0.6466], [2.0201, -0.1141, -1.7723], [2.1153, 1.9434, 0.2722], [2.4781, 2.1103, -1.3290], [2.9168, -1.4547, -0.0569], [2.8940, -0.1001, 1.0910], [4.4974, 1.0719, -0.5040], [4.3890, -0.2175, -1.5402], [7.2755, -1.0704, 0.1572], [-1.0218, 1.8800, 1.3217]],
  "mulliken_charge": [-0.792, -0.115, -0.747, -0.667, 0.172, -0.277, -0.271, -0.698, 0.374, -0.641, -0.610, -0.694, 0.444, -0.555, -0.438, 0.283, -0.561, -0.507, 0.349, 0.230, 0.278, 0.479, 0.382, 0.282, 0.469, 0.353, 0.407, 0.345, 0.251, 0.255, 0.358, 0.365, 0.332, 0.424, 0.353, 0.390],
  "total_charge": 0,
  "homo_lumo_gap_ha": 0.3198,
  "e_lumo_ev": 0.32,
  "smiles": "CSCC[C@H](NC(=O)[C@@H](N)CCC(=O)O)C(=O)O",
  "homo_energy_ev": -8.39
}



two.
{
  "formula": "C10H18N2O5S",
  "method": "ωB97M-V with the def2-TZVPD basis set",
  "symbols": ["C", "S", "C", "C", "C", "N", "C", "O", "N", "C", "C", "C", "C", "O", "O", "C", "O", "O", "H", "H", "H", "H", "H", "H", "H", "H", "H", "H", "H", "H", "H", "H", "H", "H", "H", "H"],
  "coordinates": [[-4.3977, -0.4412, -0.5337], [-2.8835, 0.4762, -0.0536], [-1.8356, -0.7980, 0.5067], [-1.3348, -1.7180, -0.6094], [0.0146, -2.1613, -0.1340], [-0.3280, -3.1325, 0.8336], [1.0805, -1.1163, 0.3956], [1.6818, -1.3450, 1.5675], [1.6834, -0.5507, -0.7394], [2.5122, 0.6582, -0.5927], [1.8033, 1.8362, 0.3624], [0.6332, 2.3466, -0.2736], [-0.5224, 2.9057, 0.7140], [-0.7537, 2.4899, 1.8498], [-1.2247, 4.0105, 0.2200], [4.0606, 0.2665, -0.2004], [4.9037, 0.9157, -0.8872], [4.3097, -0.5981, 0.8402], [-4.8374, -1.1198, 0.1848], [-4.1733, -0.8794, -1.6198], [-5.1012, 0.3821, -0.6570], [-0.8527, -0.3831, 0.8330], [-2.4301, -1.3498, 1.2429], [-1.3919, -1.1570, -1.5946], [-2.0290, -2.6577, -0.8258], [0.7166, -2.6494, -1.0194], [-0.9900, -2.7628, 1.7726], [0.4691, -3.6012, 1.3068], [1.1876, -0.9019, -1.6341], [2.4392, 1.0232, -1.6064], [2.6150, 2.6110, 0.6415], [1.5681, 1.1950, 1.2565], [0.0265, 1.7787, -1.1099], [0.8349, 3.3250, -0.8880], [-0.8189, 3.9735, -0.7710], [3.3649, -0.8708, 1.2225]],
  "mulliken_charge": [-0.887, 0.018, -0.623, -0.735, -0.273, -0.705, 0.591, -0.787, -0.155, -0.641, -0.703, -0.404, 0.525, -0.502, -0.521, 0.277, -0.576, -0.501, 0.293, 0.224, 0.357, 0.244, 0.355, 0.372, 0.282, 0.401, 0.296, 0.319, 0.377, 0.660, 0.507, 0.317, 0.390, 0.389, 0.384, 0.432],
  "total_charge": 0,
  "homo_lumo_gap_ha": 0.3141,
  "e_lumo_ev": -0.29,
  "smiles": "CSCC[C@H](N)C(=O)N[C@@H](CCC(=O)O)C(=O)O",
  "homo_energy_ev": -8.84
}



Verdict on stability: one comes out on top.



one.
{
  "formula": "C4H6N2S",
  "method": "ωB97M-V with the def2-TZVPD basis set",
  "symbols": ["C", "C", "C", "C", "N", "N", "S", "H", "H", "H", "H", "H", "H"],
  "coordinates": [[-1.4521, -0.2020, 1.0783], [-0.3986, 0.0549, 0.0413], [-0.4374, 0.8049, -1.0883], [0.8187, 0.6219, -1.6854], [1.6135, -0.1921, -0.9960], [0.8605, -0.5187, 0.0441], [1.6350, -1.5112, 1.2039], [-2.2759, 0.5026, 0.9511], [-1.0803, -0.0880, 2.0884], [-1.8768, -1.2122, 1.0144], [-1.2797, 1.4389, -1.3889], [1.2233, 0.9664, -2.6348], [2.6497, -0.6654, 1.3717]],
  "mulliken_charge": [-1.273, 0.602, -0.368, -0.390, -0.831, 0.590, -0.173, 0.311, 0.340, 0.283, 0.322, 0.429, 0.159],
  "total_charge": 0,
  "homo_lumo_gap_ha": 0.3633,
  "e_lumo_ev": 0.81,
  "smiles": "Cc1ccnn1S",
  "homo_energy_ev": -9.08
}



two.
{
  "formula": "C4H6N2S",
  "method": "ωB97M-V with the def2-TZVPD basis set",
  "symbols": ["C", "N", "C", "N", "C", "S", "C", "H", "H", "H", "H", "H", "H"],
  "coordinates": [[-1.9959, -0.5252, -0.0869], [-0.6696, -0.0216, -0.0762], [-0.2165, 1.2266, -0.0555], [1.0892, 1.3931, -0.2256], [1.6129, 0.0910, -0.1937], [3.3485, -0.2130, -0.1387], [0.5008, -0.8067, -0.1678], [-2.3153, -1.1898, 0.7218], [-2.2119, -0.9788, -1.1183], [-2.5390, 0.4951, 0.0605], [-0.9555, 2.0902, 0.1085], [3.7227, 0.3793, 1.0324], [0.6296, -1.9403, 0.1395]],
  "mulliken_charge": [-0.716, 0.198, 0.112, -0.567, 0.068, -0.301, -0.265, 0.290, 0.290, 0.231, 0.259, 0.134, 0.268],
  "total_charge": 0,
  "homo_lumo_gap_ha": 0.3427,
  "e_lumo_ev": 0.77,
  "smiles": "Cn1cnc(S)c1",
  "homo_energy_ev": -8.55
}



Verdict on stability: one comes out on top.



one.
{
  "formula": "C4H6N2S",
  "method": "ωB97M-V with the def2-TZVPD basis set",
  "symbols": ["C", "C", "C", "C", "N", "N", "S", "H", "H", "H", "H", "H", "H"],
  "coordinates": [[0.0077, 0.6277, -1.6961], [-0.5205, -1.9592, -2.5967], [-0.2529, 0.2355, 1.6258], [1.2442, 0.6369, 1.3855], [0.8206, 0.5253, -0.8306], [1.6514, 0.6752, 0.0319], [-1.7515, -1.0296, -3.0888], [-0.7922, 1.0479, 1.3025], [-0.4859, -0.7566, 1.0943], [-0.4330, 0.1252, 2.7847], [1.9438, 0.1339, 2.0135], [1.2611, 1.7130, 1.6813], [-2.6928, -1.9753, -3.7072]],
  "mulliken_charge": [-0.214, -0.116, -0.991, -0.275, 0.758, -0.873, -0.005, 0.362, 0.281, 0.292, 0.381, 0.245, 0.155],
  "total_charge": 0,
  "homo_lumo_gap_ha": [0.2646, 0.3252],
  "e_lumo_ev": [-1.21, -0.32],
  "homo_energy_ev": [-8.41, -9.17]
}



two.
{
  "formula": "C4H6N2S",
  "method": "ωB97M-V with the def2-TZVPD basis set",
  "symbols": ["N", "N", "C", "C", "C", "C", "S", "H", "H", "H", "H", "H", "H"],
  "coordinates": [[-0.4923, -1.9072, 0.0842], [-0.1636, -0.5798, -0.0763], [1.1731, -0.0605, -0.0247], [0.8881, 1.3717, 0.0508], [-0.4062, 1.6410, 0.0303], [-1.1284, 0.3340, 0.0844], [-2.7400, 0.0687, 0.1478], [0.3557, -2.5081, 0.0345], [-1.4064, -2.1664, -0.3911], [1.8678, -0.2343, -0.9021], [1.3804, -0.6619, 0.9457], [1.6637, 2.1670, 0.0034], [-0.9920, 2.5360, 0.0132]],
  "mulliken_charge": [-0.765, 0.428, -0.260, -0.643, -0.369, 0.262, -0.427, 0.231, 0.210, 0.223, 0.337, 0.340, 0.432],
  "total_charge": 0,
  "homo_lumo_gap_ha": 0.3119,
  "e_lumo_ev": 0.52,
  "smiles": "NN1CC=CC1=S",
  "homo_energy_ev": -7.97
}



Verdict on stability: two comes out on top.